No. 1
This record from the OMol25 dataset describes a 13-piece molecular cluster, C32H61Cl24N6O2S2 overall at a distorted geometry. The level of theory is the ωB97M-V functional and the def2-TZVPD basis.

CARTESIAN COORDINATES (ANGSTROEM)
H (-0.905, -6.037, 9.379)
C (0.719, 0.906, 0.272)
Cl (5.491, -2.360, -4.991)
Cl (7.131, -0.019, -12.976)
H (4.561, 4.467, -0.115)
H (4.828, 0.363, -0.808)
Cl (4.564, 0.912, -13.999)
C (1.446, 0.364, 2.772)
H (5.730, 2.863, -3.415)
C (-6.327, 0.829, 0.820)
Cl (8.088, -4.712, -10.817)
C (5.574, 2.477, -4.423)
Cl (3.838, 2.390, -4.743)
H (-4.496, 0.887, 2.195)
O (-7.345, -0.161, 0.467)
Cl (-7.040, 1.374, -4.195)
C (-5.584, 1.523, -0.446)
H (-11.454, 4.308, 6.762)
H (-6.427, 2.028, -1.092)
N (-0.406, -0.023, 0.264)
H (4.054, -0.256, -3.608)
Cl (-1.205, -8.215, 8.521)
Cl (-9.588, 0.209, -3.385)
H (3.618, 2.147, 2.355)
N (-0.669, -0.770, 1.357)
H (1.836, -0.839, -2.190)
H (3.067, 1.879, -7.462)
Cl (10.084, -2.612, -10.489)
H (-7.712, 0.692, -2.037)
H (-4.143, -4.122, 7.940)
Cl (1.215, 1.239, -8.776)
C (3.158, -2.758, 3.786)
H (3.746, 2.091, 0.498)
H (3.091, -2.224, 2.751)
Cl (-13.332, 3.827, 5.416)
C (-4.427, -5.125, 7.617)
C (5.612, 0.794, -12.580)
Cl (-3.062, -5.864, 6.769)
H (-0.423, -7.765, 5.166)
C (-2.440, 4.120, 1.419)
H (5.831, 1.798, -12.216)
C (1.696, -3.284, 4.329)
H (9.441, -3.714, -12.474)
H (4.199, -1.800, -2.437)
N (2.246, 0.461, 4.029)
C (2.369, 1.331, -1.873)
H (1.558, -2.880, 5.411)
H (5.996, 1.475, -4.505)
H (-11.168, 2.922, 5.674)
H (-2.480, -6.736, 9.846)
Cl (0.169, -5.860, 6.428)
H (-7.424, -0.694, -3.124)
C (4.083, -0.635, -2.513)
H (8.175, -2.605, -11.878)
H (-4.926, -0.405, -0.978)
H (7.244, -1.447, -6.282)
C (-2.540, 0.309, -0.339)
C (-7.856, 0.305, -3.047)
H (1.111, 2.853, -0.785)
H (0.981, -2.806, 2.237)
H (-6.888, 1.695, 1.397)
Cl (6.383, 3.542, -5.579)
H (5.851, 4.066, 2.044)
C (-7.312, 3.854, 4.123)
C (8.915, -3.353, -11.589)
C (1.445, 0.979, 5.005)
H (-5.278, -5.066, 6.936)
H (-3.275, 2.155, -1.513)
Cl (4.047, 1.064, -9.448)
N (-4.859, 0.569, -1.360)
C (4.080, 5.015, 0.808)
H (-2.959, 3.548, 2.191)
H (-4.882, 2.387, -0.063)
C (0.437, -7.094, 5.191)
Cl (-5.915, 3.516, 3.092)
H (-2.225, 5.124, 1.787)
H (3.931, -3.624, 3.652)
C (2.704, -0.249, -1.693)
C (5.106, 4.962, 2.079)
S (2.504, 4.122, 1.378)
N (5.230, -0.013, -1.705)
Cl (-10.785, 4.992, 4.605)
H (-0.319, -3.712, 3.222)
H (-3.109, -0.534, 0.212)
H (7.848, -2.330, -4.853)
Cl (-7.965, 2.365, 4.816)
H (3.268, 2.043, -1.604)
H (-2.961, 0.648, -2.569)
H (-4.894, -0.861, 1.428)
H (4.439, 4.784, 3.026)
C (-3.422, 0.996, -1.544)
S (0.235, 1.516, 6.077)
H (-8.086, 4.337, 3.525)
C (2.819, 1.937, -8.523)
H (1.752, -4.444, 4.387)
Cl (-4.889, -6.076, 9.034)
C (0.491, -2.867, 3.306)
C (-11.600, 3.921, 5.752)
H (5.096, 0.225, -11.805)
C (-1.415, -6.938, 9.725)
Cl (7.227, -0.113, -4.335)
C (0.198, -0.600, 2.497)
Cl (-0.739, -7.417, 11.287)
C (2.994, 2.320, 1.370)
H (3.867, 6.105, 0.463)
H (5.659, 5.971, 2.251)
H (5.814, -0.824, -1.390)
O (-1.230, -0.227, -0.811)
H (2.193, 1.502, -3.029)
H (2.807, 2.980, -8.843)
Cl (-0.920, 3.308, 1.026)
H (-2.359, 1.155, 0.459)
H (-7.003, 4.517, 4.933)
C (1.756, 1.264, 1.440)
H (3.605, -2.059, 4.615)
H (-7.606, -0.676, 1.275)
C (-5.323, 0.127, 1.895)
H (2.883, -0.581, -0.598)
N (-0.135, -1.517, 3.671)
C (0.974, 1.735, -1.135)
H (0.056, 1.736, -1.836)
Cl (-3.475, 4.236, -0.008)
H (1.337, -7.658, 5.441)
C (7.088, -1.637, -5.219)
Cl (0.643, -6.363, 3.594)
H (-1.171, -1.706, 3.668)
H (-5.853, -0.185, 2.891)

Output
Kohn-Sham gap   6.6 eV
LUMO energy   -0.1680 Eh
HOMO level   -11.133 eV
Charge   +1

Here are the Löwdin charges for atoms 1 to 8, given in e:
1 H 0.01
2 C -0.07
3 Cl 0.55
4 Cl 0.51
5 H 0.09
6 H 0.04
7 Cl 0.51
8 C -0.05



No. 2
This record from the OMol25 dataset describes C32H62BIrN2O4P3 as an isolated structure at a distorted geometry. The level of theory is the ωB97M-V functional and the def2-TZVPD basis.

CARTESIAN COORDINATES (ANGSTROEM)
C (0.378, 6.259, -3.140)
C (0.973, -0.659, -2.972)
C (3.845, 1.357, 1.815)
H (-0.541, 6.273, -2.555)
C (-3.665, 0.018, 0.202)
H (4.313, 2.278, 1.466)
P (1.665, -0.457, 1.403)
H (1.319, -2.670, -0.640)
C (1.629, 2.167, 0.968)
C (-5.078, -0.502, -0.061)
H (0.508, -0.758, -1.968)
H (2.043, -0.566, -2.809)
C (2.352, -2.533, -0.327)
H (1.249, 2.321, 1.977)
H (1.535, -1.601, 5.951)
O (0.489, 1.796, 0.164)
O (0.645, 1.688, -2.887)
H (-1.528, -4.143, 0.935)
H (3.901, 0.083, -0.635)
C (-2.924, -1.938, 2.260)
O (0.762, 4.006, -2.178)
C (2.436, -2.118, 1.141)
C (3.895, -2.105, 1.603)
P (-2.468, -1.373, 0.563)
H (2.209, 4.552, -4.361)
H (-5.412, -1.212, 0.695)
N (-1.818, -1.496, 3.055)
C (-3.678, 0.970, 1.409)
H (-5.163, -0.970, -1.040)
H (-5.767, 0.344, -0.038)
H (-3.120, 0.199, -1.907)
C (1.869, 5.861, -1.174)
H (-4.237, 1.864, 1.127)
H (1.025, 6.035, -0.507)
H (0.439, -3.276, 7.402)
H (-3.029, -3.024, 2.303)
C (-1.337, -3.420, 6.209)
C (-1.408, -3.764, -0.081)
C (-3.904, -3.635, -0.353)
H (4.248, -3.137, 1.606)
H (1.008, 1.605, -5.574)
H (2.869, -3.486, -0.445)
Ir (-0.490, -0.025, 0.626)
H (-2.677, 1.293, 1.709)
H (1.804, -3.013, 3.050)
H (3.299, 4.391, -2.967)
H (0.541, -3.007, 1.813)
H (3.554, 1.514, 2.851)
C (-2.582, -2.877, -0.524)
C (0.560, -1.993, 5.697)
H (-3.785, -4.616, -0.818)
H (4.536, -1.543, 0.924)
H (2.335, -0.719, 3.786)
C (-0.121, -1.578, 4.565)
C (-0.064, -2.929, 6.510)
B (-0.809, -0.595, 2.589)
H (0.796, -1.579, -3.530)
C (0.467, 0.524, -3.782)
H (-1.593, 0.224, -3.260)
C (1.327, 0.726, -5.017)
H (2.568, 5.170, -0.701)
H (-2.149, 1.226, -0.835)
H (-4.730, -3.136, -0.853)
C (-2.389, -2.504, -1.995)
H (-3.202, -1.887, -2.376)
H (1.903, -4.119, 1.685)
H (0.671, 2.005, -0.775)
C (-0.995, 0.368, -4.151)
H (-4.183, -3.807, 0.684)
C (2.668, 1.041, 0.881)
H (-1.366, 1.237, -4.691)
H (-3.885, -1.504, 2.552)
H (1.649, 0.867, 3.451)
H (-1.441, -1.986, -2.157)
C (3.195, 0.907, -0.552)
C (2.560, 5.032, -3.448)
H (-0.460, -3.230, -0.141)
H (4.024, -1.716, 2.613)
C (-1.402, -2.073, 4.260)
H (2.827, -1.819, -0.994)
C (1.403, 5.328, -2.514)
C (1.614, -3.110, 1.982)
C (-3.155, 0.802, -1.008)
H (-1.355, -4.625, -0.748)
C (1.548, -0.198, 3.238)
P (-0.068, 3.119, -3.200)
H (3.732, 1.819, -0.818)
C (-2.029, -2.992, 5.083)
H (-3.023, -3.361, 4.868)
H (2.375, 0.842, -4.742)
H (-3.814, 1.649, -1.201)
H (2.388, 6.805, -1.327)
N (0.244, -0.690, 3.549)
H (1.235, -0.146, -5.665)
H (-4.169, 0.542, 2.281)
O (-0.150, 3.513, -4.614)
H (0.138, 5.977, -4.162)
H (4.604, 0.579, 1.784)
H (2.035, 3.114, 0.608)
H (0.790, 7.267, -3.144)
H (-1.797, -4.139, 6.872)
H (2.408, 0.760, -1.285)
H (-1.117, -0.501, -4.798)
H (-2.371, -3.419, -2.589)
H (3.045, 5.967, -3.726)

Output
2S+1   2
Kohn-Sham gap   5.9 eV
LUMO energy   -0.2604 Eh
HOMO level   -12.991 eV
Charge   +2
Energy above the lowest of the compared OMol25 structures with the same formula, charge and spin   0.0 kcal/mol

Here are the Löwdin charges for atoms 1 to 8, given in e:
1 C -0.03
2 C -0.04
3 C -0.04
4 H 0.10
5 C -0.68
6 H 0.11
7 P 1.11
8 H 0.05



No. 3
This record from the OMol25 dataset describes a 3-piece molecular cluster, C32H62BrN4O8 overall at a distorted geometry. The level of theory is the ωB97M-V functional and the def2-TZVPD basis.

CARTESIAN COORDINATES (ANGSTROEM)
C (-2.440, 1.053, 5.134)
H (-3.658, -4.609, -2.728)
H (2.977, 0.808, -0.050)
H (1.577, -0.265, -4.165)
H (-1.923, -4.463, 1.234)
N (2.191, 2.024, 1.869)
C (1.203, 2.483, -4.478)
H (-0.560, -1.813, -2.713)
C (1.758, 1.703, 3.247)
H (2.205, 3.425, -2.106)
C (-2.191, 1.545, 2.625)
C (-0.964, 3.366, -3.467)
H (3.459, -0.241, 1.275)
H (-4.146, 0.674, 3.253)
H (-1.760, 2.826, -2.967)
H (-1.951, 1.125, -4.254)
H (-3.046, 1.965, 5.196)
H (-4.297, -3.449, 0.819)
C (-1.326, 1.309, 1.369)
H (-0.585, 2.091, 1.216)
C (0.567, 0.052, -4.440)
H (-0.598, -0.772, -1.279)
O (2.566, 3.290, 4.814)
H (-5.331, -4.191, -0.395)
H (5.233, -0.274, -0.321)
C (-0.034, -3.490, -0.249)
H (-1.192, 3.400, -4.534)
H (1.198, 3.402, -5.070)
C (-4.439, -1.660, -1.124)
H (1.086, -0.056, 2.565)
H (0.809, 3.424, 1.192)
H (2.487, -0.137, 3.439)
H (-3.485, -2.969, -3.365)
C (-1.377, -3.976, -0.782)
H (-3.353, -0.125, 1.878)
H (-3.864, -5.848, 0.805)
O (0.525, 2.377, 3.271)
N (1.561, 0.281, 3.400)
H (0.674, 3.905, -1.368)
H (-1.864, 0.987, 6.064)
C (3.698, 0.710, 0.772)
H (2.338, 3.311, 0.307)
C (2.787, 2.175, 4.353)
H (0.215, 1.628, 5.166)
N (0.320, 1.451, -2.439)
H (7.324, -1.330, 3.527)
C (-1.486, 1.112, 3.930)
H (-1.960, 1.250, 0.477)
C (7.326, -0.407, 2.940)
O (1.377, 1.155, -1.781)
O (-2.079, -1.890, -0.037)
H (0.642, -4.346, -0.202)
C (5.124, 0.668, 0.246)
Br (1.078, 5.750, 2.740)
H (5.318, 1.513, -0.420)
C (1.884, 3.315, 1.305)
H (5.249, 0.196, 3.048)
C (0.427, 2.752, -3.184)
H (-0.067, -4.750, -2.331)
C (1.188, 3.747, -2.316)
H (1.314, 1.132, -6.146)
H (-3.114, 0.195, 5.089)
C (-1.737, 0.396, -3.478)
C (0.657, 1.315, -5.294)
H (-3.577, -5.862, -0.920)
C (-4.290, -3.966, -0.145)
H (2.246, 2.279, -4.216)
H (8.099, -0.482, 2.168)
H (0.947, -1.176, -2.030)
H (7.585, 0.416, 3.610)
H (-4.129, 1.436, 1.668)
C (-3.531, 0.841, 2.368)
H (-0.323, 1.565, -5.711)
H (0.399, -2.740, -0.911)
O (3.602, 4.883, 2.021)
O (3.683, 1.354, 4.588)
O (6.100, 0.762, 1.256)
H (-5.056, -3.551, -2.808)
H (5.569, -1.135, 1.909)
C (-0.096, -0.948, -2.231)
H (-1.055, 0.111, 3.790)
H (-3.989, -0.948, -1.818)
C (-3.739, -3.011, -1.208)
N (-2.280, -2.784, -0.925)
H (-5.488, -1.794, -1.394)
O (3.569, 1.785, 1.679)
H (-2.296, 0.664, -2.580)
C (-3.984, -3.579, -2.610)
H (-1.555, -5.678, -2.171)
H (-0.775, 3.008, 4.681)
C (2.468, 4.550, 1.997)
C (-0.244, 0.254, -3.158)
H (-1.407, -5.840, 0.272)
H (-1.000, 4.387, -3.088)
C (-1.137, -4.671, -2.141)
H (-0.120, -3.056, 0.743)
H (-4.385, -1.237, -0.125)
H (0.115, -0.769, -5.005)
H (-0.789, 0.356, 1.439)
C (-3.473, -5.249, -0.020)
C (5.963, -0.186, 2.306)
H (-1.557, -4.107, -2.968)
C (-2.007, -4.926, 0.246)
H (1.235, 4.700, -2.847)
C (-0.347, 2.059, 4.330)
H (-2.362, 2.629, 2.703)
H (-2.104, -0.571, -3.827)

Output
2S+1   3
Kohn-Sham gap (spin up / spin down)   6.2 / 6.2 eV
LUMO energy (spin up / spin down)   0.0677 / 0.0672 Eh
HOMO level (spin up / spin down)   -4.349 / -4.349 eV
Charge   -1

Here are the Löwdin charges for atoms 1 to 8, given in e:
1 C -0.08
2 H 0.06
3 H 0.10
4 H 0.13
5 H 0.13
6 N -0.04
7 C -0.14
8 H 0.08



No. 4
This record from the OMol25 dataset describes C32H62IN2O11S3 as an isolated structure at a distorted geometry. The level of theory is the ωB97M-V functional and the def2-TZVPD basis.

CARTESIAN COORDINATES (ANGSTROEM)
H (-6.149, 3.572, 5.289)
S (-5.284, -0.716, 2.286)
C (-1.201, 1.575, 9.062)
H (1.184, 2.262, 0.550)
C (-6.552, 3.797, 4.300)
H (-1.523, 1.746, 0.034)
C (-7.698, 2.887, 2.448)
H (9.796, -3.311, -7.145)
O (-2.575, 1.170, 2.195)
H (-5.847, -3.624, 2.768)
H (-1.794, 0.241, 6.471)
O (-1.497, 1.283, -1.989)
H (-6.003, 4.652, 3.888)
O (4.497, -2.606, -4.899)
H (1.958, -0.426, -0.387)
O (-5.396, 0.302, 1.266)
C (-4.855, -2.266, 1.456)
C (1.172, 3.412, 3.654)
C (-2.482, 3.283, -1.193)
H (0.815, 0.366, -2.833)
H (9.608, -1.044, -8.678)
O (-1.915, -0.008, 4.193)
C (6.063, -4.279, -4.313)
H (3.684, -3.267, -3.129)
I (-6.419, -2.581, -0.003)
H (1.005, 1.264, 3.932)
O (7.988, -3.831, -7.991)
H (5.905, -3.288, -6.238)
C (-1.310, 2.321, 6.821)
C (-3.750, -3.584, 3.425)
C (1.615, 2.744, 1.429)
H (-3.219, 1.266, 6.653)
H (-4.692, -4.347, 1.680)
H (0.443, 4.532, 1.898)
H (-1.905, 1.594, -3.985)
H (-3.076, 1.265, -0.654)
C (-2.680, 3.198, -2.705)
H (4.506, -5.532, -3.381)
H (3.597, -0.883, -2.919)
C (1.758, 2.006, 3.643)
C (5.829, -3.046, -5.173)
H (-9.291, 2.711, 3.916)
O (-6.539, -0.982, 2.950)
C (-1.629, 2.167, -3.097)
H (3.252, -1.610, -0.649)
H (-6.671, 1.677, 3.903)
H (-0.656, 0.929, 9.754)
O (2.158, 1.747, 2.294)
H (4.434, -5.430, -5.143)
H (7.274, -1.424, -9.307)
C (-0.312, 2.149, 7.963)
C (2.411, -1.099, -1.121)
H (-0.106, -1.840, -2.874)
H (-7.425, 3.622, 1.687)
N (-4.202, -0.349, 3.431)
O (-2.213, 0.815, 8.411)
H (2.431, 3.401, 1.102)
H (-4.114, -4.224, 4.230)
H (-0.658, 2.645, -3.281)
H (-1.680, 2.376, 9.639)
H (6.527, -2.236, -4.951)
H (0.456, 1.425, 7.682)
H (7.949, -4.315, -9.990)
H (-1.888, 3.238, 6.968)
H (2.808, -3.756, -4.591)
C (-0.875, -1.383, 1.992)
H (8.463, -2.173, -6.870)
H (3.159, 0.664, -2.183)
H (-3.680, 2.820, -2.929)
H (-2.551, 4.149, -3.222)
C (3.799, -3.614, -4.161)
H (2.623, 1.899, 4.300)
C (4.657, -4.870, -4.232)
H (6.402, -3.987, -3.316)
H (6.803, -4.955, -4.740)
C (0.584, 3.510, 2.248)
H (-3.963, -2.155, 0.855)
C (8.934, -2.831, -7.609)
C (-4.846, -3.505, 2.356)
O (-7.932, 4.169, 4.426)
H (0.184, 3.073, 8.260)
H (-1.627, 3.926, -0.965)
H (6.432, -3.669, -9.336)
H (-2.840, -4.019, 3.017)
C (0.982, -1.783, -2.839)
C (9.290, -2.066, -8.877)
H (8.114, -2.020, -10.742)
C (-6.507, 2.606, 3.354)
C (7.518, -3.568, -9.315)
O (1.431, -2.064, -1.513)
H (-8.078, 2.000, 1.944)
H (-0.855, 2.360, 5.833)
H (1.966, 4.154, 3.782)
H (-3.517, -2.629, 3.883)
H (10.094, -2.576, -9.412)
H (-3.348, 3.665, -0.656)
C (-2.165, 1.838, -0.839)
H (1.651, -0.258, -4.262)
H (-9.380, 4.201, 2.955)
C (-2.199, 1.102, 6.998)
S (0.667, -1.536, 1.994)
H (-0.381, 2.999, 2.213)
H (0.439, 3.558, 4.446)
C (2.807, -0.347, -2.386)
C (-8.697, 3.491, 3.426)
N (-2.088, -1.308, 2.026)
C (7.989, -2.165, -9.670)
C (1.509, -0.398, -3.191)
S (-2.714, -0.017, 2.993)
H (-5.563, 2.519, 2.820)
H (1.391, -2.544, -3.508)

Output
Kohn-Sham gap   8.5 eV
LUMO energy   0.0684 Eh
HOMO level   -6.646 eV
Charge   -1
Energy above the lowest of the compared OMol25 structures with the same formula, charge and spin   0.0 kcal/mol

Here are the Löwdin charges for atoms 1 to 8, given in e:
1 H 0.11
2 S 0.39
3 C -0.22
4 H 0.11
5 C -0.20
6 H 0.09
7 C -0.16
8 H 0.12